Record 1
Density functional theory data (wB97M-V/def2-TZVPD) for 8 unconnected molecules or ions with the total composition C50H80FO12P.

The geometry in XYZ format:
```
144
C50H80FO12P, DFT wB97M-V/def2-TZVPD
P 2.995 3.293 -4.294
F 0.111 -0.497 -2.885
O 2.146 3.299 -5.703
O -1.047 -3.603 -1.243
O 6.955 2.886 5.901
O -0.291 -8.532 -1.210
O -6.284 -2.550 2.316
O 0.055 1.964 -4.383
O 3.231 -3.675 -1.853
O -8.025 3.457 -0.842
O -6.361 -4.498 5.278
O -2.547 4.451 -1.251
O 8.269 1.021 1.550
O 2.771 1.763 -3.733
C 0.142 5.607 -1.407
C 7.642 0.562 3.801
C 5.602 4.667 6.704
C 4.830 5.219 -2.456
C -8.096 2.974 -2.171
C -1.388 -0.452 -1.087
C -6.714 2.680 -2.781
C -0.664 0.215 -2.058
C -1.052 -5.549 -2.607
C 0.599 -10.675 -1.718
C -6.372 1.178 -2.883
C 4.068 -2.743 -3.875
C -4.207 -3.538 4.939
C 1.818 4.165 -3.155
C 8.605 0.942 2.711
C -0.541 -4.677 -1.489
C 6.765 4.080 5.944
C 5.203 1.389 0.447
C -7.629 4.807 -0.741
C -1.560 3.784 -1.465
C 3.588 6.027 -2.892
C -4.781 -4.985 6.985
C 7.678 5.052 5.238
C -4.719 -0.624 -2.101
C -4.967 0.873 -2.335
C 10.024 1.235 3.137
C -0.262 4.378 -1.895
C -5.034 -1.150 -0.691
C -8.316 -1.416 2.796
C -2.206 0.276 -0.233
C 5.815 3.343 -1.105
C -7.492 -2.572 2.287
C -8.246 -3.759 1.743
C 4.641 4.321 -1.236
C 3.470 -2.674 -2.490
C -4.561 -0.328 0.503
C 0.559 3.666 -2.773
C -2.274 1.663 -0.332
C -5.233 -4.354 5.688
C -0.733 1.586 -2.184
C 0.631 -5.192 -0.704
C -3.057 -0.435 0.794
C 1.810 -9.003 -0.190
C 3.185 -1.300 -1.942
C 2.230 5.400 -2.623
C 1.376 6.097 -1.775
C 5.953 2.733 0.305
C -1.534 2.309 -1.302
C -0.001 2.346 -3.241
C 0.613 -9.320 -1.054
H -5.605 -5.541 7.427
H 1.694 7.041 -1.351
H 1.711 -8.007 0.232
H -7.540 -4.518 1.413
H 5.514 3.444 1.006
H 7.113 5.631 4.506
H 10.621 1.502 2.268
H 1.468 -10.782 -2.369
H -5.056 -0.743 1.381
H -7.106 0.565 -2.360
H -5.375 -1.160 -2.793
H 5.176 4.632 -3.301
H 10.459 0.357 3.618
H -3.350 -4.163 4.679
H -8.436 5.411 -0.319
H 5.022 -2.215 -3.897
H 0.373 -6.147 -0.245
H -6.338 0.918 -3.940
H 0.633 -11.462 -0.963
H 5.652 2.523 -1.808
H 7.570 1.378 4.526
H -6.104 -1.350 -0.608
H -2.887 0.078 1.744
H 4.108 -0.719 -1.892
H -7.657 -0.630 3.159
H 10.035 2.060 3.852
H 2.723 -9.049 -0.787
H -4.652 -3.143 4.029
H -8.887 -4.178 2.519
H -4.256 1.204 -3.097
H 1.452 3.965 -5.699
H -6.680 3.124 -3.776
H 2.760 -1.385 -0.944
H 0.903 -4.473 0.066
H -0.514 6.148 -0.740
H 5.625 5.930 -2.225
H -8.869 -3.453 0.900
H -8.941 -1.019 1.994
H -0.261 -5.716 -3.340
H -4.764 1.484 -1.458
H 3.734 3.721 -1.318
H 8.120 5.742 5.959
H 5.965 5.342 7.480
H -4.853 0.722 0.461
H 8.471 4.508 4.730
H -1.342 -1.529 -1.006
H 4.615 4.945 -0.340
H 1.888 -9.731 0.619
H 3.593 6.992 -2.388
H 3.395 -2.274 -4.595
H -5.966 3.198 -2.181
H 1.482 -5.331 -1.371
H 3.653 6.249 -3.960
H -7.365 5.232 -1.711
H -0.307 -10.783 -2.309
H -1.893 -5.056 -3.090
H -6.755 4.892 -0.095
H 7.001 2.576 0.539
H 4.961 5.232 6.025
H 5.025 3.868 7.162
H 4.302 1.514 1.048
H -3.946 -5.662 6.801
H -2.761 -1.476 0.905
H 6.747 3.827 -1.406
H 2.763 1.139 -4.468
H -4.453 -4.212 7.683
H 5.837 0.679 0.971
H -8.615 3.716 -2.788
H -3.865 -2.711 5.564
H -8.962 -1.750 3.609
H 6.659 0.374 3.373
H 4.908 0.993 -0.522
H 7.989 -0.338 4.313
H -3.706 -0.872 -2.408
H -1.369 -6.513 -2.211
H 4.225 -3.783 -4.155
H 2.477 -0.774 -2.584
H -2.906 2.227 0.340
H -8.715 2.079 -2.161
H -4.553 -2.128 -0.603
```

Its largest force on an atom is 0.0197 Eh/bohr. The LUMO energy comes out at -0.255 eV. The calculation puts the total energy at -3297.3154 Eh. The total charge is 0. The HOMO energy comes out at -8.469 eV.

---

Record 2
Density functional theory data (wB97M-V/def2-TZVPD) for a molecular structure, C31H55NO2PPb.

The geometry in XYZ format:
```
91
C31H55NO2PPb, DFT wB97M-V/def2-TZVPD
Pb 0.105 -0.525 -0.297
P -1.405 -1.126 3.057
O 0.858 1.547 -4.948
O 3.213 -0.066 -4.416
N -0.905 -0.545 1.623
C 3.211 -1.143 -6.611
C -1.475 0.227 4.377
C -2.591 -0.678 -1.704
C 1.228 -1.959 3.402
C 2.172 2.609 -3.204
C 1.987 2.601 1.462
C -3.131 -1.817 2.740
C -2.636 0.453 -0.823
C -2.504 -0.191 -3.037
C 3.726 0.010 -5.781
C -0.066 0.614 4.867
C 0.690 2.008 1.420
C 3.555 1.341 -6.458
C -3.624 -2.732 3.878
C -2.519 1.223 -2.997
C -0.063 2.678 0.421
C 1.698 1.244 -2.654
C 5.207 -0.191 -5.311
C 0.747 3.690 -0.157
C 0.767 0.719 -3.770
C -0.375 -3.675 2.672
C 4.560 -0.346 -3.930
C -4.141 -0.663 2.613
C -2.643 1.630 -1.640
C 1.234 2.846 -4.403
C -0.200 -2.482 3.618
C -0.422 -2.935 5.082
C 2.008 3.673 0.516
C -2.138 1.492 3.803
C -2.292 -0.206 5.614
C -3.117 -2.650 1.442
H -1.852 1.681 2.765
H 1.313 -1.532 2.392
H 5.686 -1.084 -5.713
H -2.704 -1.723 -1.409
H 3.985 1.267 -7.462
H 0.286 1.223 2.067
H 1.680 3.453 -5.187
H -1.811 2.347 4.412
H -4.105 -2.590 0.969
H 3.225 2.551 -3.519
H -0.273 0.832 -3.413
H 0.925 -0.338 -4.057
H 2.503 1.605 -6.587
H 1.109 1.482 -1.753
H -2.436 1.883 -3.857
H -3.787 0.161 1.982
H 2.508 0.552 -2.401
H -3.677 -2.225 4.849
H -1.975 -1.163 6.046
H -2.129 0.573 6.374
H 0.346 -0.090 5.603
H 2.047 3.391 -2.448
H -4.648 -3.030 3.602
H -0.162 1.579 5.383
H 0.419 4.363 -0.951
H -3.227 1.451 3.884
H -2.741 2.658 -1.282
H -3.371 -0.240 5.423
H 0.197 -3.829 5.266
H 2.780 2.270 2.142
H 1.932 -2.799 3.474
H 4.642 -1.365 -3.542
H -0.109 -2.185 5.821
H -5.052 -1.066 2.149
H 4.103 2.145 -5.941
H 2.204 -0.932 -6.979
H -1.310 -4.221 2.835
H 1.535 -1.198 4.126
H -1.460 -3.226 5.289
H 5.837 0.701 -5.403
H 3.875 -1.289 -7.483
H 0.450 -4.380 2.843
H 0.308 3.336 -4.032
H -2.913 -3.708 1.644
H 0.653 0.761 4.055
H 2.811 4.385 0.334
H -2.383 -2.295 0.711
H 4.890 0.397 -3.194
H -0.313 -3.343 1.627
H 3.227 -2.067 -6.015
H -2.446 -0.807 -3.939
H -4.440 -0.265 3.592
H -1.112 2.497 0.207
H -2.728 0.417 0.257
H -3.029 -3.646 3.980
```

The energy above the lowest of the compared OMol25 structures with the same formula, charge and spin is 0.00 kJ/mol. Its largest force on an atom is 0.0573 Eh/bohr. The LUMO energy (alpha / beta) comes out at -4.873 / -5.185 eV. The calculation puts the total energy at -1953.1891 Eh. The total charge is +1. The HOMO energy (alpha / beta) comes out at -10.807 / -10.821 eV.

---

Record 3
Density functional theory data (wB97M-V/def2-TZVPD) for 3 unconnected molecules or ions with the total composition C19H41NO9.

The geometry in XYZ format:
```
70
C19H41NO9, DFT wB97M-V/def2-TZVPD
O 4.726 -4.018 0.534
O -2.084 -2.555 -2.906
O -5.194 1.755 -1.223
O 4.479 -3.072 3.436
O -2.688 5.848 0.387
O 0.528 4.365 -0.953
O 3.162 -1.635 1.066
O -1.041 0.064 -1.695
O -0.671 -2.390 -0.195
N -5.311 3.402 0.740
C 6.108 -4.221 0.270
C 5.031 -2.008 2.662
C -3.907 5.463 -0.332
C 4.076 -1.021 1.967
C -0.687 -2.713 -2.660
C -4.860 2.915 -0.653
C 1.794 -1.488 1.422
C -3.941 4.122 -1.275
C -2.394 -0.161 -2.071
C -4.832 4.853 0.919
C 3.635 -4.011 2.768
C -1.486 -3.070 0.751
C -2.806 -1.644 -2.079
C -1.049 3.365 0.721
C -0.223 -3.199 -1.277
C -1.489 5.831 -0.465
C -0.413 4.752 0.137
C 4.203 -4.818 1.590
C -0.238 0.658 -2.706
H 3.560 -0.406 2.717
H -4.581 6.351 -0.760
H -3.011 0.347 -1.319
H -2.936 3.790 -1.776
H -4.627 2.835 1.324
H -2.866 -2.038 -1.071
H 0.717 0.129 -2.748
H -0.984 6.904 -0.331
H 6.226 -4.725 -0.689
H 0.130 5.288 1.044
H -0.497 -4.253 -1.145
H -0.661 2.444 0.090
H 1.320 -0.784 0.736
H -0.683 3.239 1.844
H 1.298 -2.454 1.298
H -0.028 1.694 -2.433
H -3.841 -1.681 -2.441
H -4.607 4.497 -2.188
H -0.061 3.819 -1.583
H 0.866 -3.159 -1.265
H 3.384 -5.396 1.164
H 6.620 -4.786 1.054
H 5.759 -2.405 1.964
H -2.216 3.312 0.754
H -5.573 5.629 1.388
H 5.632 -1.420 3.367
H 4.938 -5.544 1.958
H 6.590 -3.242 0.187
H 4.690 -0.339 1.366
H -1.838 -4.044 0.398
H -2.631 0.300 -3.039
H 2.698 -3.528 2.505
H -0.164 -1.808 -2.960
H 1.649 -1.157 2.455
H -0.350 -3.466 -3.384
H -2.361 -2.448 0.961
H -1.700 5.734 -1.617
H -0.696 0.620 -3.700
H -4.007 4.710 1.768
H 3.351 -4.741 3.537
H -0.938 -3.188 1.685
```

Its largest force on an atom is 0.1666 Eh/bohr. The LUMO energy comes out at 0.470 eV. The calculation puts the total energy at -1480.1063 Eh. The total charge is 0. The HOMO energy comes out at -8.987 eV.

---

Record 4
Density functional theory data (wB97M-V/def2-TZVPD) for 2 unconnected molecules or ions with the total composition CH4N2O3.

The geometry in XYZ format:
```
10
CH4N2O3, DFT wB97M-V/def2-TZVPD
O -0.225 -0.289 -1.969
O -1.222 -1.552 -0.526
O 0.799 1.268 -0.348
N 0.594 -0.177 1.333
N -0.603 -0.574 -0.852
C -0.020 0.386 0.217
H -1.411 1.052 0.797
H 0.031 -0.885 1.671
H 1.530 -0.479 1.061
H 0.528 1.250 -1.384
```

The energy above the lowest of the compared OMol25 structures with the same formula, charge and spin is 332.74 kJ/mol. Its largest force on an atom is 0.0815 Eh/bohr. As for the expectation value of S²: 2.021. The LUMO energy (alpha / beta) comes out at 0.404 / -3.907 eV. The multiplicity is 3. The calculation puts the total energy at -375.4335 Eh. The total charge is 0. The HOMO energy (alpha / beta) comes out at -6.715 / -10.438 eV.

---

Record 5
Density functional theory data (wB97M-V/def2-TZVPD) for C4H6N2OS in the gas phase.

The geometry in XYZ format:
```
14
C4H6N2OS, DFT wB97M-V/def2-TZVPD
S -1.221 -2.175 0.185
O 2.704 -1.322 -0.280
N -1.482 0.441 -0.033
N 1.887 -0.109 -0.148
C -1.848 -0.797 -0.552
C 0.821 -0.384 0.716
C -0.210 0.762 0.748
C -0.600 1.564 -0.275
H -0.130 1.508 -1.205
H 0.821 -1.192 1.417
H 3.250 -0.823 -0.917
H -1.249 2.333 -0.049
H -0.332 0.994 1.867
H -2.412 -0.801 -1.474
```

The energy above the lowest of the compared OMol25 structures with the same formula, charge and spin is 663.58 kJ/mol. Its largest force on an atom is 0.1608 Eh/bohr. The LUMO energy comes out at -0.022 eV. The calculation puts the total energy at -738.7519 Eh. The total charge is 0. The HOMO energy comes out at -8.333 eV.

---

Record 6
Density functional theory data (wB97M-V/def2-TZVPD) for 15 unconnected molecules or ions with the total composition H28O18S.

The geometry in XYZ format:
```
47
H28O18S, DFT wB97M-V/def2-TZVPD
S -0.224 -0.483 0.160
O -3.693 -0.565 0.160
O 0.050 -1.897 -0.091
O 2.772 -3.031 -0.381
O 2.852 2.237 -1.110
O 0.421 3.561 -1.921
O -0.615 -2.801 -2.389
O 2.073 -0.990 3.044
O -1.582 -3.869 0.631
O -0.640 -0.609 3.530
O 1.315 2.353 1.833
O -1.327 -0.302 1.045
O -1.777 2.538 -0.589
O 0.847 1.097 -3.356
O -1.977 -0.293 -3.089
O -2.324 1.880 2.308
O 3.439 0.040 -0.101
O 0.999 0.020 0.752
O -0.438 0.285 -1.125
H 3.078 -3.383 0.310
H 0.621 2.648 2.601
H -1.906 -1.215 -3.087
H -1.510 0.216 -2.372
H -0.211 -2.518 -1.568
H -1.470 -3.499 1.475
H 0.332 -1.017 3.577
H -3.250 1.820 2.656
H 0.290 0.662 -2.580
H -1.042 -3.224 0.103
H 0.906 1.713 1.445
H -1.419 1.649 -0.865
H 3.309 -0.930 -0.260
H 1.856 2.378 -1.262
H -3.947 0.363 -0.128
H 0.020 -2.700 -3.009
H -2.191 0.979 1.913
H -0.931 -0.720 2.738
H 1.910 -2.607 -0.057
H -2.773 -0.646 0.708
H 2.762 1.565 -0.459
H 0.369 2.955 -2.488
H 2.481 -0.488 3.684
H -0.150 3.251 -1.257
H 0.278 1.159 -3.983
H 2.508 0.126 0.153
H -1.909 2.645 0.342
H 1.814 -0.354 2.359
```

The energy above the lowest of the compared OMol25 structures with the same formula, charge and spin is 597.39 kJ/mol. Its largest force on an atom is 0.2153 Eh/bohr. The LUMO energy comes out at 4.945 eV. The calculation puts the total energy at -1769.3110 Eh. The total charge is -2. The HOMO energy comes out at -3.806 eV.